Density functional theory data (wB97M-V/def2-TZVPD) for a molecular structure, C20H40O12S2 in a non-equilibrium geometry.

Calculated values
Strongest force on any atom, eV/A: 1.46
Energy relative to the best compared isomer or geometry (same formula, charge and spin), kcal per mole: 8.7
Net charge: 0
E_HOMO, eV: -9.7
Orbital gap, eV: 10.2

Element x y z (Å)
C (-13.22935, -6.55927, -12.19374)
C (-11.70275, -6.59597, -11.96682)
C (-11.23061, -7.77845, -12.82025)
O (-12.30710, -8.14126, -13.67671)
C (-13.53514, -7.78518, -13.04375)
H (-13.51502, -5.60793, -12.64261)
H (-13.82267, -6.58670, -11.27508)
H (-11.43419, -6.68719, -10.91811)
H (-11.28812, -5.66751, -12.35893)
H (-11.02568, -8.65751, -12.18944)
H (-10.32335, -7.60371, -13.39615)
H (-13.82043, -8.64558, -12.42990)
H (-14.28043, -7.58945, -13.81176)
C (-4.18962, -10.44443, -15.88226)
C (-3.61514, -11.19167, -14.68243)
C (-3.85831, -12.64454, -15.06301)
O (-5.19038, -12.60252, -15.60613)
C (-5.31100, -11.39566, -16.37134)
H (-3.43898, -10.31278, -16.65826)
H (-4.59453, -9.48072, -15.57825)
H (-4.11291, -11.00607, -13.73062)
H (-2.55386, -11.00421, -14.49547)
H (-3.90520, -13.31728, -14.20978)
H (-3.17319, -13.02507, -15.82613)
H (-6.31119, -11.03079, -16.14920)
H (-5.22197, -11.56402, -17.44783)
C (-10.83649, -10.53199, -17.46997)
C (-10.57000, -9.34133, -16.54465)
C (-9.22449, -9.70329, -15.93904)
O (-8.50332, -10.30838, -17.02479)
C (-9.41283, -10.83990, -17.97820)
H (-11.56173, -10.30556, -18.25004)
H (-11.25460, -11.37156, -16.90975)
H (-11.33778, -9.15931, -15.79442)
H (-10.46412, -8.46327, -17.18438)
H (-9.29690, -10.37893, -15.08302)
H (-8.67828, -8.79389, -15.68274)
H (-9.35551, -11.93003, -18.00929)
H (-9.23883, -10.40786, -18.96404)
C (-13.62630, -4.86068, -17.08452)
C (-12.71106, -5.12281, -15.87851)
C (-11.69317, -6.12725, -16.39327)
O (-11.55791, -5.81906, -17.76596)
C (-12.80704, -5.38302, -18.27623)
H (-13.91646, -3.81762, -17.17797)
H (-14.53438, -5.46180, -17.00803)
H (-13.29751, -5.36480, -14.99341)
H (-12.19343, -4.18609, -15.64573)
H (-12.02536, -7.14881, -16.19200)
H (-10.71937, -6.01686, -15.91402)
H (-13.30119, -6.25539, -18.72084)
H (-12.67011, -4.63504, -19.05516)
C (-8.68477, -13.78939, -15.61085)
C (-7.83756, -14.80664, -14.82243)
O (-7.92858, -16.01869, -15.57688)
S (-9.45351, -16.10467, -16.06270)
O (-10.25553, -16.39510, -14.93631)
O (-9.55779, -16.86652, -17.23005)
O (-9.56963, -14.57205, -16.43196)
H (-8.06571, -13.21263, -16.29827)
H (-9.19277, -13.07180, -14.96907)
H (-8.13754, -14.92396, -13.78245)
H (-6.78992, -14.50777, -14.84144)
C (-9.12484, -11.23474, -22.27620)
C (-8.08714, -11.83369, -21.32098)
O (-8.82552, -12.71868, -20.49949)
S (-10.16183, -13.23956, -21.19738)
O (-11.26658, -12.90819, -20.37591)
O (-9.95925, -14.56625, -21.63408)
O (-10.11055, -12.26605, -22.45685)
H (-8.71774, -10.96382, -23.24528)
H (-9.63934, -10.38732, -21.82004)
H (-7.71480, -10.99916, -20.72783)
H (-7.28838, -12.36966, -21.82975)

Atom charges from the Mulliken analysis, given in e for atoms 1 to 6: C -0.47; C -0.55; C -0.39; O -0.37; C -0.60; H 0.21

=====

Density functional theory data (wB97M-V/def2-TZVPD) for C3H8N4 in the gas phase in a non-equilibrium geometry.

Calculated values
Strongest force on any atom, eV/A: 3.08
Energy relative to the best compared isomer or geometry (same formula, charge and spin), kcal per mole: 86.0
SMILES: C[C@@H]1NN=NN1C
Net charge: 0
E_HOMO, eV: -8.1
Orbital gap, eV: 9.1

Element x y z (Å)
C (0.48607, -0.08884, -0.71307)
C (-0.05087, 1.21341, -1.30066)
C (-0.15058, 0.22441, 2.02652)
N (-0.74768, -2.04245, -0.46751)
N (-1.00324, -1.45010, 0.58246)
N (0.05064, -1.30109, -1.30890)
N (-0.44145, -0.24160, 0.69516)
H (1.60237, -0.00762, -0.49759)
H (-1.06810, 1.37166, -0.86340)
H (0.01782, 1.23181, -2.46205)
H (0.65726, 1.99586, -0.90224)
H (-0.38184, 1.28262, 2.13747)
H (-0.75529, -0.38257, 2.73014)
H (1.03376, 0.02744, 2.19945)
H (0.75113, -1.83295, -1.85579)

Atom charges from the Mulliken analysis, given in e for atoms 1 to 6: C 0.11; C -1.12; C -0.81; N -0.51; N -0.29; N -0.03

=====

Density functional theory data (wB97M-V/def2-TZVPD) for C5H9N3 in the gas phase.

Calculated values
Strongest force on any atom, eV/A: 0.56
Energy relative to the best compared isomer or geometry (same formula, charge and spin), kcal per mole: 87.5
Net charge: 0
E_HOMO (alpha / beta), eV: -6.9 / -6.9
Orbital gap (alpha / beta), eV: 7.4 / 7.4

Element x y z (Å)
C (0.69588, 0.99956, -1.79920)
C (-0.83245, 0.09037, -0.03150)
C (-0.39991, -0.49389, 1.19923)
N (-2.03736, 0.18920, -0.61776)
C (1.23032, 0.20531, 0.69209)
C (-0.86356, -1.50310, 1.92461)
N (0.29832, 0.61230, -0.46336)
N (2.20703, -0.58673, 0.32777)
H (-2.21494, 0.82909, -1.37446)
H (-2.82340, -0.28354, -0.20762)
H (3.00923, -0.47069, 0.93975)
H (1.37176, 1.07040, 1.35106)
H (0.55826, 2.07293, -1.95828)
H (1.75046, 0.74440, -1.89702)
H (0.13099, 0.44476, -2.55227)
H (-0.34392, -1.82702, 2.82074)
H (-1.73672, -2.09335, 1.64621)

Atom charges from the Mulliken analysis, given in e for atoms 1 to 6: C -1.03; C 0.50; C -0.05; N -0.40; C 0.11; C -0.90

=====

Density functional theory data (wB97M-V/def2-TZVPD) for a molecular structure, C4H3LuO in a non-equilibrium geometry.

Calculated values
Strongest force on any atom, eV/A: 2.90
Energy relative to the best compared isomer or geometry (same formula, charge and spin), kcal per mole: 0.0
Net charge: +1
2S+1: 2
E_HOMO (alpha / beta), eV: -11.2 / -11.1
Orbital gap (alpha / beta), eV: 5.5 / 5.1

Element x y z (Å)
C (-1.72689, 0.67426, -0.00931)
C (-0.37011, 0.96252, 0.31078)
C (-0.09972, -0.29106, 0.06563)
C (0.95756, -1.17257, -0.09823)
O (2.16746, -0.77290, -0.14337)
Lu (2.86691, 1.37159, 0.05239)
H (-2.45285, 0.53034, 0.79755)
H (-2.12204, 0.95203, -0.99194)
H (0.77969, -2.25421, 0.01650)

Atom charges from the Mulliken analysis, given in e for atoms 1 to 6: C -0.38; C -0.17; C -0.20; C 0.63; O -0.41; Lu 0.63

=====

Density functional theory data (wB97M-V/def2-TZVPD) for 4 unconnected molecules or ions with the total composition C28H27FN4O3 in a non-equilibrium geometry.

Calculated values
Strongest force on any atom, eV/A: 5.00
SMILES: O=CCc1cc(CCCF)c2c(c1)C(=O)NC2=O.c1ccncc1.c1ccncc1.c1ccncc1
Net charge: 0
E_HOMO, eV: -9.3
Orbital gap, eV: 8.3

Element x y z (Å)
O (3.76674, 0.36728, 2.53956)
C (2.53923, 0.45983, 2.29153)
C (1.76141, -0.43223, 1.19966)
C (0.19362, -0.05656, 1.31784)
C (-0.21329, 1.39620, 0.88788)
C (-1.73213, 1.78757, 1.00084)
C (-2.16292, 3.27197, 0.60737)
C (-2.99586, 4.02476, 1.76367)
C (-2.62157, 3.57525, 3.25344)
F (-1.19805, 3.52028, 3.50732)
C (-2.78608, 0.76796, 1.48715)
C (-2.31279, -0.65516, 1.89306)
C (-0.84352, -1.11509, 1.83746)
C (-3.64182, -1.38836, 2.36484)
O (-3.74363, -2.57212, 2.75073)
N (-4.77651, -0.42618, 2.31940)
C (-4.35682, 0.86378, 1.68136)
O (-5.19301, 1.73897, 1.37641)
H (1.93167, 1.21850, 2.91403)
H (2.08560, -0.20342, 0.12623)
H (1.87248, -1.55669, 1.35952)
H (0.57368, 2.15904, 0.54083)
H (-2.69691, 3.25473, -0.40685)
H (-1.19725, 3.89176, 0.46106)
H (-2.69982, 5.14143, 1.68681)
H (-4.13239, 4.00254, 1.58106)
H (-3.13348, 4.33672, 3.95763)
H (-3.05023, 2.54836, 3.54057)
H (-0.55926, -2.16369, 2.16613)
H (-5.08029, -0.08114, 3.24897)
N (0.73203, -2.28709, -1.45180)
C (1.81421, -3.06146, -1.63601)
C (1.76326, -4.43985, -1.76520)
C (0.52412, -5.05991, -1.69686)
C (-0.61059, -4.28447, -1.50514)
C (-0.45477, -2.91267, -1.39103)
H (2.76027, -2.53121, -1.67916)
H (2.66907, -5.01389, -1.91479)
H (0.44316, -6.13725, -1.79218)
H (-1.59337, -4.73528, -1.44631)
H (-1.31222, -2.26343, -1.24365)
N (-3.40033, 2.58529, -3.11131)
C (-4.19072, 3.10776, -4.06270)
C (-3.76141, 3.40078, -5.34707)
C (-2.43708, 3.14408, -5.67094)
C (-1.59740, 2.60602, -4.70649)
C (-2.12383, 2.34511, -3.45179)
H (-5.21625, 3.29357, -3.76055)
H (-4.44478, 3.81933, -6.07533)
H (-2.06289, 3.36101, -6.66556)
H (-0.55819, 2.39355, -4.92446)
H (-1.50769, 1.92082, -2.66477)
N (5.09481, -3.31042, 1.14330)
C (6.21556, -3.75240, 0.54947)
C (7.40858, -3.04868, 0.53369)
C (7.45013, -1.81276, 1.16410)
C (6.30637, -1.33072, 1.78403)
C (5.16298, -2.11218, 1.74762)
H (6.13218, -4.72145, 0.06774)
H (8.28296, -3.45561, 0.04101)
H (8.36557, -1.23100, 1.17221)
H (6.30267, -0.37088, 2.28447)
H (4.24678, -1.78099, 2.21995)

Atom charges from the Mulliken analysis, given in e for atoms 1 to 6: O -0.47; C -0.06; C -0.75; C 0.77; C -0.85; C 0.83

=====

Density functional theory data (wB97M-V/def2-TZVPD) for a molecular structure, C4H5NO2 in a non-equilibrium geometry.

Calculated values
Strongest force on any atom, eV/A: 1.19
Energy relative to the best compared isomer or geometry (same formula, charge and spin), kcal per mole: 84.8
Net charge: 0
E_HOMO, eV: -10.5
Orbital gap, eV: 11.4

Element x y z (Å)
O (1.46937, 0.56481, 0.92930)
C (1.35320, 0.84190, -0.43627)
C (0.58897, -0.34691, -0.75361)
C (0.72036, -0.67101, 0.73043)
N (-2.86774, -0.72671, 0.86745)
C (-2.59280, 0.17964, 0.20729)
O (-0.00538, 0.96609, -0.81251)
H (2.08726, 1.47054, -0.92734)
H (0.51885, -0.99440, -1.62074)
H (1.35498, -1.53703, 0.93958)
H (-0.20892, -0.70397, 1.30310)
H (-2.26352, 1.00460, -0.39402)

Atom charges from the Mulliken analysis, given in e for atoms 1 to 6: O -0.42; C 0.03; C -0.21; C -0.25; N -0.41; C 0.13